The following is a quantum chemistry calculation of a 2-piece molecular cluster, C2H7NO3 overall at a distorted geometry, from the OMol25 dataset.

Structure (XYZ):
```
13
Properties=species:S:1:pos:R:3:forces:R:3:mulliken_charge:R:1
N -0.8743 1.5686 0.1405 0.34 -1.85 0.65 -0.644
C -1.0469 0.0952 0.2166 -0.33 -0.16 -0.65 -0.415
C -0.1323 -0.5592 1.2531 -1.84 -0.54 -0.90 0.561
O -0.4471 -1.6203 1.7510 1.21 1.08 0.14 -0.533
O 0.9741 0.1837 1.5362 -0.60 -1.80 1.79 -0.444
H 0.1517 1.5740 0.1334 -0.37 1.18 0.06 0.331
H -1.1528 1.7180 1.1166 0.42 1.30 -0.39 0.284
H -2.0997 -0.1151 0.4863 0.67 -0.23 -0.13 0.323
H -0.8391 -0.4088 -0.7469 -0.17 0.29 0.30 0.181
H 1.2096 -0.2687 2.3917 0.68 0.72 -0.88 0.345
O 1.6571 -0.7600 -3.0801 -0.75 0.12 1.03 -0.641
H 0.8182 -0.2505 -3.0102 0.89 -0.53 -0.07 0.332
H 1.7814 -1.1568 -2.1883 -0.14 0.42 -0.95 0.320
```
Positions in Å, forces in eV/Å.

Properties
Molecular weight (Da): 93.1
Kohn-Sham gap (eV): 10.47
LUMO level (eV): 0.29
SMILES: NCC(=O)O.O
HOMO energy (Eh): -0.3742



The following is a quantum chemistry calculation of a 7-piece molecular cluster, C39H98N6O13 overall at a distorted geometry, from the OMol25 dataset.

Structure (XYZ):
```
156
Properties=species:S:1:pos:R:3:forces:R:3:mulliken_charge:R:1
C 1.5720 0.6963 3.0660 0.01 0.21 -0.01 -0.851
O 1.8370 1.0767 1.7331 -0.24 0.06 0.05 0.175
C 3.2155 1.1712 1.4605 0.53 -0.68 -0.60 -0.791
C 3.4261 0.9242 -0.0407 -0.54 1.00 0.37 -0.827
N 3.0526 2.0385 -0.8898 0.14 -0.14 -0.78 0.235
C 3.7896 3.2891 -0.7987 -0.37 -0.33 0.80 -0.594
C 3.0129 4.3616 -1.5314 0.49 0.05 0.52 -0.796
O 2.0251 4.8104 -0.6101 -0.23 -0.96 -0.54 -0.281
C 0.9462 5.4149 -1.2438 -0.77 1.77 -0.55 -0.301
H 1.9344 -0.3211 3.2494 0.01 0.02 0.09 0.325
H 0.4954 0.7277 3.2238 -0.01 -0.02 -0.08 0.113
H 2.0413 1.3912 3.7719 0.04 -0.07 0.04 0.331
H 3.7851 0.3774 1.9671 -0.22 0.07 0.27 0.528
H 3.6215 2.1377 1.7764 -0.05 0.02 0.08 0.319
H 2.7445 0.1239 -0.3296 0.44 -0.44 0.07 0.082
H 4.4735 0.6683 -0.2150 -0.06 -0.16 -0.12 0.563
H 2.0531 2.1821 -0.8853 0.02 0.17 0.14 -0.120
H 4.8151 3.1337 -1.1407 -0.07 0.11 -0.27 0.415
H 3.8405 3.6296 0.2485 0.25 0.13 -0.11 0.253
H 2.5793 3.9166 -2.4323 -0.16 0.21 -0.06 0.362
H 3.6328 5.2286 -1.7811 0.11 -0.13 -0.26 0.480
H 0.3377 5.8602 -0.4606 -0.10 0.00 -0.06 -0.106
H 0.2708 4.8509 -1.8975 0.40 -0.92 0.40 0.154
H 1.2595 6.2383 -1.9108 0.29 0.06 0.32 0.389
C 6.3588 -6.0607 -4.9294 0.20 0.10 0.50 -0.701
O 5.1012 -6.3357 -4.3663 -0.29 -0.27 0.17 -0.348
C 4.0084 -5.8442 -5.1253 0.84 0.53 -0.37 -1.021
C 3.7453 -4.3516 -4.9423 -0.28 -0.30 0.32 0.248
N 2.9013 -4.0066 -3.7872 0.15 -0.19 -0.60 -0.119
C 3.5505 -4.2936 -2.5261 1.46 1.46 0.96 -0.581
C 2.8611 -3.5935 -1.3451 -0.74 -0.42 -0.46 -0.711
O 2.5320 -2.2580 -1.6887 0.01 0.18 -0.06 -0.207
C 1.1879 -2.0676 -2.1210 0.47 0.40 0.19 -0.940
H 7.0866 -6.6590 -4.3805 -0.03 -0.11 -0.12 0.255
H 6.6520 -5.0152 -4.7720 -0.08 0.03 -0.29 0.276
H 6.3881 -6.3237 -5.9911 0.04 0.08 -0.03 0.321
H 3.1438 -6.4577 -4.8838 -0.14 0.13 0.09 0.397
H 4.2572 -5.9675 -6.1908 -0.18 -0.25 0.06 0.432
H 3.2506 -4.0301 -5.8582 -0.18 0.17 0.14 -0.193
H 4.6822 -3.7766 -4.8709 0.22 -0.34 -0.18 0.368
H 2.9042 -2.9894 -3.8285 -0.54 0.01 0.18 -0.079
H 4.5373 -3.7707 -2.4900 0.03 -0.38 -0.40 0.230
H 3.8075 -5.3295 -2.3168 -0.55 -0.21 -0.23 0.484
H 3.5620 -3.5269 -0.5143 -0.05 -0.21 0.11 0.393
H 1.9492 -4.1216 -1.0351 0.11 0.02 0.10 0.335
H 0.9754 -2.6533 -3.0143 -0.25 -0.15 0.09 0.663
H 1.1149 -1.0086 -2.3754 -0.08 -0.04 -0.02 -0.192
H 0.4995 -2.2793 -1.2973 -0.13 -0.16 -0.13 0.566
C 4.8682 -7.0922 5.7518 0.52 0.49 0.78 -0.764
O 3.6618 -6.4602 6.1136 -0.28 -0.46 -0.51 -0.329
C 3.6603 -5.0951 5.8194 0.37 1.22 0.44 -0.469
C 2.4223 -4.4679 6.4559 -0.08 -0.29 -0.26 -0.666
N 1.1803 -5.1414 6.0911 -0.22 0.10 0.29 -0.405
C 0.6926 -4.8582 4.7459 0.82 -0.43 -0.09 -0.431
C 0.4003 -3.3911 4.5193 -0.16 0.23 -0.20 -0.316
O -0.3940 -3.3067 3.3492 -0.36 -0.18 0.47 -0.396
C -1.2149 -2.1662 3.2852 0.06 0.44 -0.79 -0.142
H 4.7815 -8.1577 5.9401 -0.22 -0.09 -0.38 0.263
H 5.6731 -6.7450 6.4237 -0.05 0.05 -0.19 0.288
H 5.1666 -6.8339 4.7338 -0.11 -0.33 -0.16 0.318
H 3.6953 -4.8099 4.7547 -0.05 -0.74 -0.13 0.311
H 4.5716 -4.6434 6.2506 -0.16 0.09 0.04 0.452
H 2.3227 -3.4333 6.1271 0.28 0.08 0.22 0.244
H 2.5425 -4.4821 7.5405 -0.12 -0.01 0.00 0.337
H 1.3232 -6.1406 6.1706 -0.05 0.00 0.14 0.299
H -0.2217 -5.4273 4.5848 -0.13 0.13 0.07 0.342
H 1.4098 -5.2260 3.9932 -0.13 0.22 -0.18 0.248
H 1.2963 -2.7723 4.3733 0.12 -0.17 0.04 0.073
H -0.1120 -2.9825 5.4015 -0.18 -0.10 -0.10 0.413
H -2.0175 -2.3638 2.5742 -0.02 -0.12 0.07 0.010
H -0.6506 -1.3156 2.8759 -0.03 0.05 0.23 -0.071
H -1.6803 -1.8700 4.2287 0.16 -0.20 0.15 0.300
C 3.1858 0.4130 -4.4484 -1.31 0.24 -0.47 -0.747
O 2.1473 -0.3283 -5.1012 0.44 -0.34 0.42 -0.046
C 2.6264 -0.9303 -6.2767 0.28 0.02 -1.03 -0.833
C 1.7259 -2.0383 -6.7626 -0.74 -0.65 0.47 -0.764
N 0.4888 -1.7425 -7.5378 0.23 0.77 1.44 -0.561
C -0.2655 -0.5429 -7.0430 0.06 -0.63 -1.33 -1.035
C -1.0400 -0.8170 -5.7650 0.90 -0.01 0.65 0.593
O -1.5506 -2.1382 -5.8351 -0.32 0.29 -0.19 -0.476
C -2.3580 -2.4910 -4.7430 0.42 -0.69 0.36 -0.613
H 3.5257 1.1604 -5.1723 0.53 0.01 0.24 0.444
H 3.9740 -0.2400 -4.0733 0.15 0.03 -0.10 0.287
H 2.6901 0.9277 -3.6274 0.27 0.00 0.18 0.002
H 3.6160 -1.3977 -6.1479 -0.04 0.13 0.43 0.517
H 2.7894 -0.1648 -7.0558 -0.15 -0.03 0.04 0.483
H 1.4300 -2.6091 -5.8654 0.22 0.13 0.09 0.447
H 2.3107 -2.7551 -7.3441 0.08 0.25 -0.23 0.405
H -0.1289 -2.4521 -7.1498 -0.05 -0.45 -0.92 0.409
H -0.9469 -0.3620 -7.8796 -0.24 0.28 0.28 0.433
H 0.3855 0.3263 -6.9760 -0.01 0.01 0.27 0.304
H -1.8101 -0.0593 -5.5812 -0.19 -0.14 -0.17 0.514
H -0.3417 -0.7895 -4.9138 -0.09 0.17 0.00 -0.369
H -3.3240 -1.9851 -4.7745 -0.05 0.02 0.12 0.277
H -1.8534 -2.3385 -3.7761 -0.04 0.51 -0.13 0.142
H -2.4730 -3.5771 -4.7709 -0.36 0.11 -0.30 0.291
C -2.8625 12.3424 1.1490 -0.96 0.04 0.07 -0.729
O -3.1652 10.9797 1.3732 0.54 0.13 0.03 -0.317
C -3.2593 10.2615 0.1671 0.01 0.36 -0.45 -0.613
C -3.5116 8.8073 0.4583 -0.58 0.04 -0.49 -0.633
N -2.3730 8.2116 1.0873 0.73 -0.17 -1.37 -0.127
C -2.5132 6.8119 1.3583 -0.67 -0.28 1.94 -0.777
C -1.2973 6.2299 2.0484 0.18 -0.12 0.39 -0.039
O -1.6200 4.9764 2.6452 -0.06 0.08 -0.71 -0.375
C -0.4802 4.1855 2.8228 0.51 -0.77 0.35 -0.447
H -2.0212 12.4951 0.4696 0.22 -0.12 0.16 0.307
H -2.7108 12.8035 2.1211 0.31 0.00 -0.02 0.248
H -3.7421 12.8362 0.7060 0.14 0.00 -0.08 0.290
H -2.3325 10.3313 -0.4256 0.17 0.00 0.33 0.328
H -4.0045 10.7373 -0.4903 -0.35 -0.35 0.23 0.452
H -3.7013 8.3428 -0.5202 0.24 -0.15 0.09 0.331
H -4.4504 8.6329 1.0130 0.07 0.33 0.18 0.316
H -1.9345 8.7822 1.7905 -0.25 -0.15 0.31 0.231
H -2.8073 6.1962 0.5074 0.21 0.34 -0.35 0.285
H -3.3253 6.6876 2.1060 -0.06 -0.31 -0.24 0.375
H -0.9927 6.8850 2.8782 0.14 0.23 -0.27 0.290
H -0.4569 6.1061 1.3623 0.02 0.08 -0.01 -0.078
H -0.7708 3.2736 3.3481 -0.15 0.18 0.20 0.240
H 0.2989 4.6916 3.4094 -0.13 0.07 0.05 0.406
H 0.0081 3.8140 1.9095 -0.29 0.47 -0.27 -0.004
C -6.6669 -2.5509 6.1741 -0.61 -0.03 0.06 -0.661
O -5.2906 -2.3252 6.0413 0.10 -0.07 0.23 -0.416
C -4.6546 -3.2303 5.1720 0.22 -0.18 -0.44 -0.365
C -5.0735 -3.1084 3.7217 0.29 -0.82 -0.34 -0.854
N -4.7837 -1.8146 3.1522 -0.45 -0.29 0.44 0.004
C -5.0666 -1.7478 1.7320 1.15 0.36 -0.26 -0.628
C -5.1871 -0.3202 1.2067 0.40 -0.96 -1.15 -0.427
O -6.5483 0.0296 1.1006 -0.05 0.44 0.60 -0.396
C -6.8740 1.3442 1.5300 0.26 -0.40 0.10 -0.699
H -7.0298 -2.0384 7.0652 0.19 0.11 -0.02 0.273
H -6.9080 -3.6141 6.3002 0.13 -0.01 -0.09 0.313
H -7.2342 -2.1668 5.3168 0.05 -0.08 -0.01 0.226
H -4.7985 -4.2879 5.4437 -0.21 0.19 0.38 0.421
H -3.5860 -3.0266 5.2513 -0.03 0.09 0.01 0.078
H -6.1039 -3.4660 3.5463 -0.15 0.37 0.26 0.467
H -4.4951 -3.8877 3.1992 0.20 0.29 -0.06 0.399
H -5.2155 -1.0983 3.7237 -0.22 0.11 -0.31 0.274
H -5.8995 -2.3437 1.3344 -0.37 0.18 0.51 0.263
H -4.1874 -2.2056 1.2508 -0.05 0.10 -0.07 0.305
H -4.7419 -0.3634 0.1996 -0.22 0.28 -0.03 0.291
H -4.5532 0.3901 1.7457 -0.35 0.02 0.41 0.358
H -6.2365 1.6441 2.3683 -0.01 0.05 -0.04 0.320
H -7.8996 1.3089 1.8903 -0.10 0.18 -0.19 0.272
H -6.7504 2.0634 0.7173 -0.13 0.09 0.01 0.275
C -1.6523 0.5306 -0.3201 -0.06 0.32 0.32 -1.092
C -0.9632 1.4286 -1.3195 0.55 -0.32 -1.06 1.946
C -1.7340 1.6919 -2.6062 -0.31 0.38 0.92 -1.857
O -0.6880 2.6951 -0.7247 0.14 -0.08 0.00 -0.277
H -2.4589 1.1597 0.0674 -0.13 -0.35 0.23 0.331
H -0.9673 0.2790 0.4927 -0.05 0.08 0.08 0.095
H -2.0597 -0.4064 -0.7000 0.03 0.09 -0.31 0.463
H -0.0168 1.0057 -1.6960 0.04 -0.17 0.48 -0.514
H -2.7272 2.0894 -2.3733 0.01 -0.04 -0.09 0.390
H -1.8419 0.7716 -3.1748 0.09 0.07 -0.22 0.210
H -1.1709 2.4713 -3.1171 -0.12 -0.19 -0.46 0.426
H 0.0912 2.5840 -0.1685 -0.08 0.13 0.23 -0.116
```
Positions in Å, forces in eV/Å.

Properties
Molecular weight (Da): 859.2
Kohn-Sham gap (eV): 8.96
LUMO level (eV): 0.56
SMILES: COCCNCCOC.COCCNCCOC.COCCNCCOC.COCCNCCOC.COCCNCCOC.COCCNCCOC.CC(C)O
HOMO energy (Eh): -0.3089



The following is a quantum chemistry calculation of C5H18O11PPd2 as an isolated structure at a distorted geometry, from the OMol25 dataset.

Structure (XYZ):
```
37
Properties=species:S:1:pos:R:3:forces:R:3:mulliken_spin:R:1
Pd -17.8490 -2.4774 17.0208 -1.19 1.18 0.79 1.337
Pd -18.9058 0.3255 18.5962 0.08 0.39 -1.80 1.568
O -18.3417 1.4559 16.9069 0.22 0.27 0.96 0.135
H -17.5893 2.0243 17.0980 0.03 0.13 -0.04 -0.001
O -17.1932 -0.9130 18.2840 0.88 -0.10 -0.46 0.165
H -16.4479 -1.0937 18.8527 -0.24 -0.30 0.46 0.000
P -20.4102 -1.9880 18.0958 -0.75 1.48 -0.30 -0.038
O -21.8287 -2.1493 17.7167 -0.07 -0.85 0.26 0.052
O -19.4716 -3.2420 17.9808 -0.40 -0.52 0.40 0.261
O -20.1884 -1.1360 19.3919 -0.17 -1.10 1.24 0.079
O -19.6707 -0.9859 17.0973 1.03 -0.54 -1.27 0.397
C -15.4499 -4.2013 18.4196 0.45 0.03 -0.34 0.003
C -14.8550 -3.8213 17.0724 -0.79 -0.30 -0.22 -0.004
O -15.5312 -2.6573 16.5426 1.35 -0.49 0.14 0.011
O -16.8428 -4.3450 18.2611 0.40 -0.19 -0.24 0.014
H -15.2286 -3.4273 19.1601 -0.03 0.01 0.06 -0.001
H -14.9582 -5.1329 18.7155 -0.10 -0.01 0.17 0.001
H -15.0343 -4.6396 16.3656 0.06 -0.06 0.11 0.000
H -13.7760 -3.6783 17.1505 -0.04 0.25 0.10 0.001
H -14.8345 -2.1613 16.0991 -0.48 0.44 -0.10 0.002
H -17.2029 -5.0753 18.7695 -0.17 0.15 0.09 0.000
C -13.1519 0.7006 19.6138 -0.24 0.81 -0.52 0.001
C -14.5641 0.2998 19.2147 0.22 0.99 0.18 0.004
O -14.6948 0.5614 17.8289 0.03 -0.96 -0.26 0.001
O -12.8647 2.0018 19.1194 0.33 0.50 0.31 0.000
H -12.3855 0.0257 19.2201 -0.17 -0.33 0.16 0.000
H -13.0786 0.8170 20.6953 0.06 -0.47 0.05 0.000
H -15.2655 0.9730 19.7166 -0.03 -0.18 0.36 0.006
H -14.7718 -0.7248 19.5381 0.10 -0.16 -0.25 -0.002
H -15.5494 0.1807 17.5451 -0.17 0.27 0.09 0.001
H -13.2989 2.1645 18.2769 -0.20 -0.44 -0.08 0.000
C -18.5611 -1.8782 22.0792 -0.38 -0.40 0.54 -0.002
O -19.8436 -1.2808 22.0295 0.60 -0.48 -0.71 0.002
H -18.3348 -2.1093 23.1274 0.14 0.28 -0.05 0.000
H -18.5380 -2.8522 21.5705 -0.04 0.14 -0.21 -0.001
H -17.7702 -1.2511 21.6507 -0.01 0.08 0.03 0.007
H -20.0713 -1.3555 21.0596 -0.30 0.45 0.38 0.000
```
Positions in Å, forces in eV/Å.

Properties
Spin multiplicity: 5
⟨S²⟩: 6.013
Net charge: -1
Molecular weight (Da): 498.0
Kohn-Sham gap (alpha / beta) (eV): 6.55 / 7.00
LUMO level (alpha / beta) (eV): 1.99 / 1.96
HOMO energy (alpha / beta) (Eh): -0.1675 / -0.1851



Taking the records one at a time from the top gives DFT total energy values of -360.86877 -2851.04523 -1626.05226 hartree.
Taking the records one at a time from the top gives relative energy (zero: lowest compared OMol25 entry of this formula, charge and spin) values of 1.221 1.061 0.000 eV.